Entry 1:
15
Properties=species:S:1:pos:R:3:nbo_charge:R:1 method="wB97M-V/def2-TZVPD" charge=0 spin_multiplicity=1 de_lowest_kj_mol=756.9 e_tot_ha=-416.68539 max_force_ev_per_a=5.51 e_homo_ev=-8.8 orbital_gap_ha=0.334
C 1.827 -0.856 -0.156 -0.13
C 0.289 0.949 0.066 0.08
C -1.118 1.540 0.162 -0.21
C -1.936 0.570 -0.480 -0.19
C -1.116 -0.789 -0.602 -0.13
C 0.279 -0.497 -0.171 -0.07
H 2.340 -1.543 -1.128 0.24
H 2.433 -1.085 1.029 0.25
H -1.145 2.696 0.784 0.28
H -2.949 0.661 -0.525 0.22
H -1.135 -1.930 -0.996 0.28
H -0.967 -0.606 1.452 0.34
N 1.412 1.460 -0.063 -0.05
N -0.582 -1.182 0.813 -0.56
O 2.368 0.612 -0.184 -0.35

---

Entry 2:
61
Properties=species:S:1:pos:R:3:lowdin_charge:R:1 method="wB97M-V/def2-TZVPD" s2=2.05 charge=+2 spin_multiplicity=3 e_tot_ha=-3581.50708 max_force_ev_per_a=1.68 e_homo_ev="-13.8 / -14.0" orbital_gap_ha="0.222 / 0.235"
V 0.212 -0.308 0.267 0.50
S -7.050 0.130 0.644 1.13
N -6.116 -0.452 -0.524 -0.18
C -4.870 -0.340 -0.092 -0.30
C -3.689 -0.783 -0.814 -0.05
C -3.723 -1.484 -2.027 0.07
C -2.548 -1.919 -2.595 0.01
C -1.345 -1.622 -1.971 -0.05
N -1.291 -0.941 -0.819 -0.04
C -2.461 -0.543 -0.223 -0.12
C -2.357 0.064 1.110 -0.13
N -1.103 0.157 1.636 -0.04
C -0.947 0.607 2.888 -0.05
C -2.033 0.996 3.663 0.02
C -3.302 0.909 3.137 0.07
C -3.479 0.422 1.836 -0.06
C -4.770 0.238 1.194 -0.30
N -5.940 0.555 1.723 -0.18
H -4.682 -1.685 -2.492 0.14
H -2.543 -2.482 -3.519 0.13
H -0.402 -1.922 -2.404 0.14
H 0.064 0.641 3.266 0.13
H -1.866 1.352 4.671 0.13
H -4.173 1.195 3.717 0.14
O 4.318 -7.116 2.487 0.14
C 4.977 -5.942 2.461 -0.47
O 6.125 -5.878 2.780 0.16
C 4.200 -4.708 2.069 -0.11
C 4.940 -3.615 1.639 0.02
C 4.312 -2.428 1.304 -0.08
C 2.928 -2.335 1.423 -0.59
S 2.177 -0.767 1.043 0.71
C 2.178 -3.416 1.867 -0.10
C 2.820 -4.605 2.177 -0.01
H 3.427 -7.040 2.125 0.10
H 6.017 -3.709 1.581 0.14
H 4.888 -1.578 0.962 0.11
H 1.107 -3.329 1.990 0.10
H 2.224 -5.432 2.546 0.12
C 2.654 4.202 -1.036 -0.15
N 1.894 4.173 0.220 -0.14
C 0.636 4.899 0.031 -0.16
N -0.168 4.370 -1.078 -0.14
C 0.641 4.391 -2.304 -0.15
N 1.901 3.657 -2.168 -0.14
C 1.708 2.225 -2.077 -0.27
P 0.697 1.837 -0.551 0.96
C 1.690 2.824 0.701 -0.29
C -0.703 3.057 -0.795 -0.29
H 3.582 3.646 -0.913 0.14
H 2.900 5.239 -1.259 0.14
H 0.874 5.937 -0.191 0.14
H 0.054 4.867 0.952 0.13
H 0.873 5.428 -2.538 0.14
H 0.063 3.972 -3.127 0.14
H 2.661 1.706 -1.995 0.10
H 1.187 1.851 -2.957 0.10
H 2.642 2.317 0.858 0.09
H 1.152 2.839 1.650 0.09
H -1.305 3.082 0.116 0.09
H -1.340 2.719 -1.615 0.10

---

Entry 3:
110
Properties=species:S:1:pos:R:3:lowdin_charge:R:1 method="wB97M-V/def2-TZVPD" s2=1.05 charge=+1 spin_multiplicity=2 de_lowest_kj_mol=113.3 e_tot_ha=-5265.06756 max_force_ev_per_a=1.66 e_homo_ev="-9.8 / -9.8" orbital_gap_ha="0.242 / 0.267"
Co 0.208 -0.158 -0.057 0.37
C -0.257 6.405 -1.544 -0.01
C 0.574 5.141 -1.808 -0.43
C 1.740 5.468 -2.761 0.00
C 1.156 4.614 -0.508 -0.08
C 1.826 5.458 0.371 0.00
C 2.397 4.992 1.543 -0.04
C 2.319 3.651 1.864 -0.06
C 1.668 2.780 1.001 -0.26
P 1.584 0.996 1.358 1.12
C 1.287 1.030 3.156 -0.33
C 0.090 1.614 3.568 -0.09
C -0.223 1.685 4.913 -0.06
C 0.650 1.169 5.859 -0.07
C 1.839 0.594 5.453 -0.07
C 2.162 0.519 4.108 -0.07
C 3.304 0.449 1.172 -0.36
C 3.615 -0.847 1.584 -0.13
C 4.895 -1.340 1.422 -0.07
C 5.862 -0.562 0.804 -0.07
C 5.543 0.705 0.345 -0.06
C 4.270 1.214 0.528 -0.08
C 1.090 3.262 -0.177 -0.17
O 0.491 2.323 -0.972 -0.02
C -0.254 2.751 -2.036 -0.17
C -0.988 1.762 -2.699 -0.25
C -1.752 2.086 -3.812 -0.06
C -1.797 3.397 -4.245 -0.04
C -1.065 4.368 -3.583 0.00
C -0.280 4.074 -2.472 -0.08
P -0.936 0.062 -2.045 1.13
C -0.597 -0.900 -3.560 -0.34
C -1.586 -1.476 -4.349 -0.09
C -1.235 -2.211 -5.469 -0.06
C 0.098 -2.393 -5.801 -0.06
C 1.087 -1.801 -5.031 -0.07
C 0.738 -1.051 -3.924 -0.10
C -2.672 -0.275 -1.649 -0.36
C -3.087 -1.601 -1.539 -0.10
C -4.370 -1.887 -1.116 -0.07
C -5.233 -0.861 -0.764 -0.06
C -4.818 0.458 -0.861 -0.06
C -3.541 0.754 -1.300 -0.08
H 0.353 7.184 -1.096 0.08
H -1.087 6.189 -0.875 0.10
H -0.656 6.808 -2.469 0.08
H 2.394 6.216 -2.320 0.09
H 1.362 5.853 -3.704 0.09
H 2.324 4.573 -2.965 0.10
H 1.907 6.508 0.142 0.12
H 2.901 5.675 2.207 0.11
H 2.761 3.270 2.773 0.12
H -0.585 2.012 2.825 0.10
H -1.144 2.145 5.234 0.11
H 0.397 1.217 6.907 0.11
H 2.532 0.209 6.186 0.11
H 3.106 0.084 3.813 0.09
H 2.842 -1.465 2.024 0.12
H 5.140 -2.332 1.769 0.11
H 6.861 -0.948 0.671 0.11
H 6.288 1.303 -0.157 0.11
H 4.028 2.204 0.169 0.11
H -2.300 1.310 -4.325 0.12
H -2.398 3.660 -5.102 0.11
H -1.100 5.381 -3.950 0.12
H -2.628 -1.353 -4.091 0.10
H -2.009 -2.646 -6.083 0.11
H 0.367 -2.995 -6.656 0.11
H 2.128 -1.928 -5.290 0.11
H 1.502 -0.566 -3.332 0.08
H -2.402 -2.401 -1.790 0.11
H -4.700 -2.914 -1.068 0.10
H -6.228 -1.089 -0.411 0.11
H -5.488 1.261 -0.592 0.11
H -3.215 1.782 -1.368 0.11
F 4.472 -4.836 -3.220 0.16
C 4.059 -4.967 -1.951 -0.59
F 3.440 -6.145 -1.856 0.16
F 5.161 -5.029 -1.188 0.16
C 3.180 -3.810 -1.537 -0.08
C 1.927 -4.008 -0.977 0.05
C 1.188 -2.896 -0.607 -0.08
N 1.620 -1.650 -0.775 0.01
C 2.819 -1.468 -1.322 -0.13
C 3.641 -2.511 -1.710 0.04
H 1.528 -4.999 -0.830 0.13
H 0.219 -3.005 -0.142 0.11
H 3.146 -0.446 -1.451 0.12
H 4.613 -2.318 -2.136 0.14
C -5.176 -4.088 2.025 -0.03
C -4.225 -4.041 3.172 -0.19
C -4.229 -5.003 4.160 -0.06
C -3.349 -4.915 5.231 -0.68
Cl -3.399 -6.106 6.475 0.68
C -2.434 -3.875 5.302 -0.10
C -2.416 -2.904 4.315 -0.01
C -3.322 -2.963 3.262 -0.22
O -3.451 -2.043 2.270 -0.03
C -2.925 -0.753 2.397 -0.07
C -1.713 -0.503 1.494 -0.62
O -1.533 0.658 1.073 -0.04
O -0.938 -1.435 1.173 -0.04
H -5.776 -4.990 2.047 0.08
H -4.626 -4.035 1.089 0.07
H -5.835 -3.224 2.063 0.09
H -4.932 -5.819 4.116 0.11
H -1.743 -3.818 6.130 0.11
H -1.680 -2.113 4.367 0.11
H -2.670 -0.505 3.433 0.13
H -3.702 -0.059 2.062 0.14

---

Entry 4:
18
Properties=species:S:1:pos:R:3:nbo_charge:R:1 method="wB97M-V/def2-TZVPD" smiles="CC(C)(C)C(=O)SO" charge=0 spin_multiplicity=1 de_lowest_kj_mol=226.4 e_tot_ha=-745.10519 max_force_ev_per_a=6.02 e_homo_ev=-9.4 orbital_gap_ha=0.372
C 1.146 -0.294 -0.020 0.34
C -0.970 -0.751 1.082 -0.60
C -0.602 1.694 0.151 -0.60
C -1.140 -0.508 -1.238 -0.59
C -0.449 0.152 0.002 -0.09
O 3.566 -0.045 -0.162 -0.85
O 1.497 -1.424 -0.194 -0.60
S 2.296 0.958 0.082 0.61
H -2.111 -0.961 1.066 0.20
H -0.862 -0.413 2.006 0.20
H -0.525 -1.666 1.108 0.23
H 0.354 2.213 -0.351 0.20
H -0.441 1.854 1.164 0.21
H -1.514 1.960 -0.171 0.22
H -2.146 -0.311 -1.250 0.21
H -0.681 -0.047 -2.116 0.20
H -0.816 -1.501 -1.262 0.23
H 3.400 -0.910 0.103 0.50

---

Entry 5:
16
Properties=species:S:1:pos:R:3:nbo_charge:R:1 method="wB97M-V/def2-TZVPD" charge=0 spin_multiplicity=1 de_lowest_kj_mol=187.6 e_tot_ha=-466.36284 max_force_ev_per_a=4.71 e_homo_ev=-8.2 orbital_gap_ha=0.338
C 1.572 -0.206 0.233 -0.19
C -0.371 -1.513 -0.032 -0.27
C -0.160 0.927 0.555 -0.09
C -1.175 -0.211 0.081 0.61
N 0.919 -1.186 -0.503 -0.68
N -0.019 2.109 -0.150 -0.85
F -1.701 0.042 -1.098 -0.34
F -2.192 -0.400 0.946 -0.34
H 1.837 0.654 -0.400 0.20
H 2.129 -0.523 1.154 0.20
H -0.215 -2.060 0.953 0.20
H -1.028 -2.165 -0.638 0.22
H -0.322 1.195 1.667 0.20
H 1.242 -1.195 -1.463 0.39
H -0.829 2.679 -0.222 0.37
H 0.313 1.851 -1.084 0.35